DFT (ωB97M-V with the def2-TZVPD basis set) results for C3H6Br2N2 in the gas phase in a non-equilibrium geometry.

Properties
Energy relative to the best compared isomer or geometry (same formula, charge and spin) in eV: 0.805
Total energy in eV: -146269.3546
E_LUMO in eV: -0.19
Total charge: 0
HOMO in eV: -9.5
SMILES: BrN1CCCN1Br
Orbital gap in eV: 9.294

Positions of all 13 atoms, in Å:
Br: -1.80 1.91 0.32
N: -0.96 0.61 -0.90
C: 0.47 0.83 -0.88
C: 1.08 0.01 0.23
C: -0.01 -0.89 0.78
N: -1.06 -0.99 -0.34
Br: -2.90 -1.45 0.08
H: 0.61 1.93 -0.96
H: 0.95 0.36 -1.84
H: 1.96 -0.48 -0.09
H: 1.41 0.66 1.06
H: 0.56 -1.88 0.85
H: -0.32 -0.62 1.69

DFT (ωB97M-V with the def2-TZVPD basis set) results for 2 unconnected molecules or ions with the total composition C3H6Br2S in a non-equilibrium geometry.

Properties
2S+1: 3
Energy relative to the best compared isomer or geometry (same formula, charge and spin) in eV: 1.038
Total energy in eV: -154122.6385
E_LUMO (alpha / beta) in eV: 0.41 / -2.28
Total charge: 0
HOMO (alpha / beta) in eV: -6.4 / -9.8
Orbital gap (alpha / beta) in eV: 6.795 / 7.527

Positions of all 12 atoms, in Å:
C: -0.16 -1.04 0.66
C: 0.71 1.56 -0.87
C: -0.38 0.41 0.69
S: -2.14 1.08 0.31
Br: 0.83 0.27 -2.29
Br: 0.41 1.27 2.34
H: -1.03 -1.36 1.16
H: -0.24 -1.49 -0.41
H: 0.90 -1.37 1.05
H: 1.67 1.80 -0.52
H: 0.20 2.48 -0.99
H: -2.08 0.95 -0.99

Which value of total energy does entry 2 give?
-154122.6385 eV